Entry 1:
A 14-piece molecular cluster, C34H86BF3N2O15S13 overall at a distorted geometry. Source: the OMol25 dataset; level of theory: the ωB97M-V functional and the def2-TZVPD basis.

Values from the calculation:
HOMO energy ... -8.0 eV
Total charge ... 0
Molecular weight ... 1247.7 g mol⁻¹
Orbital gap ... 0.249 hartree
Calculated total energy ... -220017.161 eV

Atoms and positions in Å:
C 4.09 -8.04 -6.01
H 4.52 -8.36 -5.06
H 0.32 -7.21 3.11
H -0.89 1.23 -0.29
H 3.43 7.05 1.55
H -6.39 2.76 -1.35
H -1.75 -6.43 -3.58
H -1.02 -2.91 5.80
H -1.95 -6.18 -1.83
H -0.27 8.13 -2.83
C -6.22 1.01 -5.87
H 2.45 2.89 9.17
C 4.68 -0.38 4.42
H 3.44 -11.48 -7.11
H -3.80 9.09 1.25
C -4.89 4.59 1.46
S -1.69 -4.10 -2.97
C -1.77 0.65 -0.57
H -4.96 3.70 2.08
S -0.37 -6.33 -8.04
H 1.62 5.88 8.85
C 6.15 -0.31 5.07
H -1.04 -8.06 3.89
H -1.57 8.06 -4.07
H -4.51 3.12 -6.65
H -3.48 -6.76 2.44
H 2.83 -1.33 -3.73
H -3.37 -7.14 4.19
O 2.19 4.91 6.22
H -1.11 -4.64 -5.24
C -1.40 -5.87 -2.72
C -1.35 8.07 -3.00
O -3.63 3.14 -0.39
S 4.38 -9.29 -7.27
F 7.00 -4.14 7.95
O -6.01 3.09 -4.21
H -0.04 -5.05 6.71
H -0.21 -3.97 -8.33
O -5.04 9.45 -1.41
C 5.86 -3.70 7.23
H 0.07 5.63 -2.99
S -5.27 8.31 -0.46
C 0.28 -4.82 -8.79
H -7.06 0.57 -5.34
C 6.37 -1.23 6.37
O 2.55 1.60 1.97
H 0.06 -4.83 -9.86
H -7.46 9.15 0.09
C -3.16 -0.77 -2.38
H 2.60 2.42 4.74
C 4.68 0.60 3.12
H -3.13 -1.58 -1.65
F 4.58 -4.20 7.62
H 3.87 -10.84 -5.51
H 1.79 7.65 1.18
H -5.78 5.21 1.60
H 2.54 6.38 0.16
C 4.75 -0.34 1.81
H 1.63 -4.43 6.48
H 0.45 -7.40 -10.03
H 5.68 1.20 3.15
S 1.76 5.51 2.27
O 0.09 -6.36 -6.62
H -0.80 -2.93 -4.85
H 3.01 -7.86 -5.89
O 3.64 -8.88 -8.50
H 4.57 -7.11 -6.32
S -4.75 4.12 -0.28
H -3.29 3.17 -5.36
C -4.88 8.91 1.19
C 1.99 3.16 8.22
H 2.39 -10.27 -6.33
H 1.73 -7.25 -8.79
H -1.83 8.93 -2.54
H 1.98 2.28 7.56
C -6.29 3.18 -0.35
C -0.76 -7.35 3.11
C 0.23 5.25 1.34
H -7.52 7.86 -1.13
H -0.64 -1.28 6.38
H -4.01 -0.11 -2.18
C 2.23 -0.53 -3.28
C 0.67 -7.48 -8.97
H 1.39 -0.97 -2.75
H 1.86 0.14 -4.05
N 4.64 -1.17 0.93
H 4.50 -1.45 4.01
H -5.42 9.83 1.40
H -3.91 -5.53 3.65
H -1.21 5.49 -4.23
O 2.59 4.27 2.10
C 2.44 6.77 1.17
O -1.55 6.55 -0.81
C 3.48 -0.10 5.45
C -7.06 8.18 -0.20
O -1.21 -5.37 4.85
C 0.80 -4.55 7.19
H -6.59 1.69 -6.64
H 1.36 -4.76 -8.63
H -4.01 5.17 1.73
S 0.29 -2.94 7.82
C 2.69 5.70 8.72
H 0.32 -4.20 -4.27
H -0.34 4.47 1.83
H 0.61 -2.23 5.55
H -7.26 7.44 0.58
H -7.14 3.85 -0.15
O 2.43 1.55 -1.62
S -1.63 0.19 -2.31
H 3.94 1.58 -4.06
H 5.82 -0.84 7.30
S 3.24 0.38 -2.09
C -4.01 2.54 -5.88
H 0.96 3.49 8.38
H 6.38 0.78 5.34
C -0.98 5.41 -3.16
H -6.27 2.37 0.39
F 5.90 -3.35 4.78
H -2.67 1.26 -0.43
H 3.13 5.35 9.65
O -3.13 -3.93 -3.34
H 6.89 -0.66 4.25
S -2.01 6.57 -2.24
H 0.46 4.95 0.31
H -3.26 -1.19 -3.38
B 3.47 1.68 3.09
H -5.63 0.22 -6.32
H 0.46 -8.49 -8.63
C 3.42 -10.60 -6.47
C 6.04 -2.79 6.12
O -0.49 -0.78 -2.42
H 4.97 0.15 -3.74
N 2.55 0.04 6.21
H 5.16 1.63 -2.76
H -1.83 -0.24 0.05
H 2.66 2.46 1.48
H 7.50 -1.19 6.61
H -0.35 6.18 1.34
S -5.21 1.92 -4.68
H -5.15 8.15 1.93
H 1.14 -5.16 8.03
H 3.18 6.63 8.41
H -0.33 -6.04 -2.56
C -0.24 -2.28 6.22
O 3.28 2.74 4.09
C -3.24 -6.36 3.43
H -3.48 1.69 -6.33
H -1.08 -7.71 2.13
S -1.54 -5.75 3.44
H -1.21 4.40 -2.82
C -0.72 -3.96 -4.48
S 2.95 4.46 7.43
O -0.93 -3.15 8.65
C 4.44 1.00 -3.29

Results of the Löwdin charge analysis, in e, for atoms 1 through 8: -0.265 0.053 0.051 0.057 0.047 0.037 0.057 0.038

***

Entry 2:
One molecule with the formula C6H9NO at a distorted geometry. Source: the OMol25 dataset; level of theory: the ωB97M-V functional and the def2-TZVPD basis.

Values from the calculation:
HOMO energy ... -8.4 eV
Total charge ... 0
Molecular weight ... 111.1 g mol⁻¹
Orbital gap ... 0.318 hartree
Calculated total energy ... -9902.404 eV
SMILES ... C[C@H]1CN1/C=C/C=O

Atoms and positions in Å:
H 1.56 -0.59 1.49
H 2.61 -2.10 -0.22
H 3.88 -0.80 -0.08
H -0.98 1.46 -0.41
C -1.30 -0.64 0.13
H 1.50 1.84 1.13
C 2.87 -1.03 -0.28
H 2.61 1.77 -0.41
C 1.80 1.32 0.21
C 1.80 -0.20 0.41
C -2.70 -0.64 0.13
H -3.32 -1.68 0.49
H 2.80 -0.76 -1.34
C -0.55 0.52 -0.17
O -3.35 0.42 -0.20
H -0.67 -1.48 0.29
N 0.76 0.43 -0.28

Results of the Löwdin charge analysis, in e, for atoms 1 through 8: 0.175 0.080 0.061 0.130 -0.087 0.116 -0.050 0.123

***

Entry 3:
A 2-piece molecular cluster, C10H16 overall at a distorted geometry. Source: the OMol25 dataset; level of theory: the ωB97M-V functional and the def2-TZVPD basis.

Values from the calculation:
HOMO energy ... -9.1 eV
Total charge ... 0
Molecular weight ... 136.2 g mol⁻¹
Orbital gap ... 0.371 hartree
Calculated total energy ... -10627.101 eV
SMILES ... Cc1ccccc1.CCC

Atoms and positions in Å:
C -2.24 -0.94 0.47
C 0.05 2.71 0.73
C 1.11 -1.51 -2.19
C 1.22 1.57 2.93
H -0.07 -0.18 -3.49
H 0.63 3.37 0.00
C -0.04 -2.07 -0.08
H -2.66 -1.86 0.77
H 1.60 3.41 2.00
H 0.73 0.78 2.48
H 0.76 1.49 3.96
H -3.03 -0.43 -0.18
C 0.07 -0.63 -2.50
H -1.75 0.41 -1.92
C 1.09 -2.13 -0.97
C -0.95 -1.09 -0.41
H 0.14 3.30 2.91
H -0.10 -2.78 0.73
H 2.02 -1.39 -2.70
C -0.90 -0.32 -1.63
H 1.94 -2.80 -0.74
H -0.94 3.07 1.08
H -0.08 1.89 -0.03
C 0.71 2.82 2.13
H -2.10 -0.27 1.32
H 2.19 1.47 3.01

Results of the Löwdin charge analysis, in e, for atoms 1 through 8: -0.049 -0.108 -0.107 -0.088 0.107 0.079 -0.043 0.049

***

Entry 4:
A 2-piece molecular cluster, C3H3Cl2N overall at a distorted geometry. Source: the OMol25 dataset; level of theory: the ωB97M-V functional and the def2-TZVPD basis.

Values from the calculation:
HOMO energy ... -9.9 eV
Total charge ... 0
Molecular weight ... 124.0 g mol⁻¹
Orbital gap ... 0.265 hartree
Calculated total energy ... -29689.974 eV

Atoms and positions in Å:
Cl 1.68 1.04 0.84
N 0.22 -2.97 1.67
H -1.28 1.02 0.54
C -0.71 0.92 -0.43
C 0.20 -1.92 1.19
H -1.31 0.19 -1.17
Cl 1.35 -0.48 -1.64
C 0.64 0.27 -0.29
H -0.78 1.93 -0.71

Results of the Löwdin charge analysis, in e, for atoms 1 through 8: 0.685 -0.104 0.104 -0.193 -0.272 0.137 0.731 -1.147

***

Entry 5:
A 2-piece molecular cluster, C3H2Cl3N3 overall at a distorted geometry. Source: the OMol25 dataset; level of theory: the ωB97M-V functional and the def2-TZVPD basis.

Values from the calculation:
HOMO energy ... -9.0 eV
Total charge ... 0
Molecular weight ... 186.4 g mol⁻¹
Orbital gap ... 0.321 hartree
Calculated total energy ... -45176.778 eV
SMILES ... N=C=C(Cl)Cl.N=C=NCl

Atoms and positions in Å:
H -2.44 -0.19 -0.38
Cl -1.73 0.75 1.93
H 2.12 -1.04 0.59
Cl 1.88 -0.66 -2.25
C 0.76 0.25 1.17
N 1.77 -0.40 1.29
C -0.67 -0.76 -1.27
N -1.83 -0.65 -1.03
C -0.21 1.15 1.03
N 0.45 -1.16 -1.36
Cl -0.10 2.70 0.28

Results of the Löwdin charge analysis, in e, for atoms 1 through 8: 0.037 0.553 0.059 0.560 -0.315 0.201 -0.456 0.205

***

Entry 6:
An isolated ion of composition C5H12N and charge +1 at a distorted geometry. Source: the OMol25 dataset; level of theory: the ωB97M-V functional and the def2-TZVPD basis.

Values from the calculation:
HOMO energy ... -13.1 eV
Total charge ... +1
Molecular weight ... 86.2 g mol⁻¹
Orbital gap ... 0.343 hartree
Calculated total energy ... -6860.953 eV
SMILES ... C=C(C)CC[NH3+]

Atoms and positions in Å:
C 1.09 0.34 1.33
H -2.09 1.11 -1.19
H -0.03 -1.99 0.14
H -2.36 -1.01 -0.21
C 0.97 -0.29 -0.07
H -2.46 1.43 0.32
C -1.57 -0.45 0.20
H 2.14 -0.47 -1.90
H -0.20 -1.39 -1.47
C 2.00 0.03 -0.89
H 1.84 0.06 1.96
H 0.31 0.09 2.06
H -0.85 1.62 -0.22
N -1.76 1.04 -0.26
C -0.20 -1.00 -0.45
H 2.86 0.56 -0.73
H -1.40 -0.55 1.21
H 0.83 1.44 1.15

Results of the Löwdin charge analysis, in e, for atoms 1 through 8: -0.043 0.142 0.171 0.116 -0.409 0.145 -0.037 0.097